No. 1
Density functional theory data (the ωB97M-V functional and the def2-TZVPD basis) for a cluster of 7 separate species, C16H49N11O7 in total in a non-equilibrium geometry.

Results
SMILES ... COC[C@H](C)N.COC[C@H](C)N.COC[C@H](C)N.NC(N)=O.NC(N)=O.NC(N)=O.NC(N)=O
HOMO level ... -9.19 eV
Energy relative to the best compared isomer or geometry (same formula, charge and spin) ... 619.3 kJ/mol
F_max ... 8.37 eV Å⁻¹
E_tot ... -1767.91670 Ha
HOMO-LUMO gap ... 9.4 eV

```
83
C16H49N11O7 the ωB97M-V functional and the def2-TZVPD basis
O 2.832 -5.370 -3.221
O -0.637 -0.555 1.326
O -3.270 -7.027 1.314
O 5.995 -1.550 -0.355
O 2.543 -2.593 5.007
O -4.668 1.584 5.435
O -1.789 6.039 -5.317
N 8.082 -2.151 -0.306
N 0.142 -0.185 -0.748
N 2.039 -3.218 7.031
N 2.399 -2.531 -4.632
N -1.398 -5.962 0.773
N -3.076 4.146 5.225
N 0.450 -2.331 5.912
N -2.571 -5.137 2.205
N 1.220 -1.469 0.563
N 6.880 -2.458 1.442
N -1.099 8.525 -4.519
C -0.447 7.380 -3.858
C 2.406 -5.096 -4.540
C 0.929 -3.450 -6.034
C -4.835 5.373 4.333
C 4.192 -5.825 -3.152
C -4.501 4.026 4.981
C -2.458 -6.154 1.439
C -4.991 0.262 5.088
C 1.630 -3.748 -4.728
C -0.103 7.893 -2.500
C -2.650 4.918 -5.455
C 6.928 -2.092 0.207
C 1.697 -2.718 5.879
C -1.423 6.152 -3.930
C 0.127 -0.806 0.423
C -4.804 2.522 4.397
H 3.188 -5.219 -5.289
H 6.117 -2.217 2.059
H 0.801 -3.697 -4.023
H -0.523 0.575 -0.751
H -5.817 2.411 4.011
H -4.491 0.088 4.135
H -5.886 5.341 4.045
H -2.570 4.593 -6.492
H 1.465 -3.368 -6.979
H -4.140 2.164 3.611
H -2.598 4.163 4.335
H -0.170 -2.410 6.706
H 4.333 -6.832 -3.545
H 0.381 -2.508 -6.021
H -1.183 8.147 -5.452
H -4.736 -0.445 5.877
H -1.861 -4.430 2.334
H -6.047 0.128 4.857
H -2.234 6.267 -3.211
H 8.253 -1.415 -0.976
H -4.200 5.586 3.473
H 0.144 6.982 -1.956
H 8.822 -2.534 0.265
H -0.854 5.254 -3.690
H 7.399 -3.298 1.655
H 1.328 -3.227 7.748
H 4.839 -5.122 -3.678
H 0.628 8.701 -2.536
H 4.529 -5.783 -2.117
H -1.007 8.254 -2.009
H 3.127 -2.754 -5.295
H 1.989 -1.323 -0.076
H 0.125 -1.719 5.177
H -2.069 8.489 -4.241
H -2.727 3.292 5.636
H -0.774 -5.192 0.968
H 0.502 7.151 -4.343
H -3.426 -5.169 2.742
H -3.641 5.276 -5.174
H -1.084 -6.599 0.056
H -4.882 4.177 5.991
H -4.553 6.141 5.053
H 3.026 -2.554 -3.840
H -2.285 4.075 -4.868
H 0.109 -4.121 -6.287
H 0.724 -0.476 -1.521
H 1.659 -5.861 -4.749
H 2.941 -3.631 7.221
H 1.555 -1.744 1.475
```

Mulliken atomic charge list, values in e, 5 entries:
1. O -0.30
2. O -0.69
3. O -0.66
4. O -0.66
5. O -0.67



No. 2
Density functional theory data (the ωB97M-V functional and the def2-TZVPD basis) for a cluster of 7 separate species, C16H49N3O7 in total in a non-equilibrium geometry.

Results
SMILES ... COC[C@H](C)N.COC[C@H](C)N.COC[C@H](C)N.CO.CO.CO.CO
HOMO level ... -8.60 eV
Energy relative to the best compared isomer or geometry (same formula, charge and spin) ... 167.8 kJ/mol
F_max ... 2.37 eV Å⁻¹
E_tot ... -1329.81539 Ha
HOMO-LUMO gap ... 8.9 eV

```
75
C16H49N3O7 the ωB97M-V functional and the def2-TZVPD basis
O 1.440 0.993 0.528
O -3.165 1.874 -2.603
O -1.726 -0.937 3.486
O 1.531 -4.197 1.038
O 2.976 1.761 2.957
O -0.568 4.330 2.924
O 0.853 3.967 -4.048
N -0.095 -3.383 4.236
N 1.223 0.753 -2.399
N -1.587 -0.271 -3.614
C 0.083 5.105 -3.822
C -3.394 3.119 -2.013
C -1.857 -1.518 -1.571
C 2.023 1.396 -4.604
C 0.977 -3.821 3.323
C 1.075 -4.303 -0.289
C -2.477 -0.391 -2.415
C 0.946 -0.292 0.892
C -2.576 0.946 -1.699
C 3.728 0.549 3.038
C 1.722 1.890 -3.200
C 0.535 2.859 -3.225
C 1.598 -5.128 3.864
C 0.477 -3.875 1.896
C -2.494 -1.618 2.532
C -0.949 3.302 2.019
H -2.394 -1.660 -0.630
H -0.877 -4.029 4.158
H -1.026 -1.521 3.830
H -1.958 -2.026 1.661
H 4.109 0.281 2.057
H -3.206 -0.941 2.058
H 2.203 2.262 -5.240
H 2.528 2.387 -2.656
H 4.562 0.673 3.732
H -0.372 2.363 -3.575
H 1.349 0.675 -5.059
H 1.976 -5.008 4.881
H 1.285 -0.569 1.892
H -0.927 5.022 -4.244
H 1.915 -4.449 -0.964
H -3.613 3.801 -2.837
H -2.549 3.523 -1.448
H 0.518 5.979 -4.310
H -1.895 0.619 -4.005
H -0.310 -4.644 1.879
H 0.026 -2.899 1.694
H -0.006 5.356 -2.758
H -0.587 2.333 2.382
H 0.226 -3.392 5.193
H 2.976 0.849 -4.568
H -0.386 3.473 1.104
H -3.443 -0.690 -2.828
H 1.888 1.376 1.295
H 0.793 -5.866 3.812
H -1.573 1.301 -1.446
H 2.440 1.863 3.747
H -2.030 3.249 1.885
H -0.144 -0.231 0.898
H -0.802 -1.305 -1.414
H -4.267 3.219 -1.357
H 1.257 -1.095 0.221
H 3.083 -0.256 3.399
H 0.423 -5.175 -0.414
H 2.493 -5.504 3.362
H 1.922 0.011 -2.436
H 0.350 3.190 -2.193
H 1.748 -3.053 3.456
H -3.191 0.858 -0.795
H -2.985 -2.476 3.006
H -0.826 4.110 3.820
H -1.972 -2.423 -2.167
H 0.511 -3.430 -0.633
H 1.090 0.884 -1.394
H -0.631 -0.122 -3.281
```

Mulliken atomic charge list, values in e, 5 entries:
1. O -0.67
2. O -0.44
3. O -0.56
4. O -0.39
5. O -0.52



No. 3
Density functional theory data (the ωB97M-V functional and the def2-TZVPD basis) for a structure of composition C16H52B2HgN4O4Pb in a non-equilibrium geometry.

Results
Total charge ... +2
HOMO level ... -13.09 eV
F_max ... 5.08 eV Å⁻¹
E_tot ... -1555.87764 Ha
HOMO-LUMO gap ... 6.1 eV

```
80
C16H52B2HgN4O4Pb the ωB97M-V functional and the def2-TZVPD basis
Pb 7.886 -21.612 -19.064
Hg 6.507 -21.756 -24.218
O 5.577 -20.781 -19.057
O 4.671 -22.992 -23.117
O 9.523 -23.311 -20.030
O 7.030 -24.001 -24.850
N 10.388 -20.675 -19.261
N 5.512 -21.938 -26.310
N 8.076 -19.201 -20.110
N 4.616 -20.224 -23.924
C 6.861 -17.218 -19.824
C 9.182 -24.537 -20.784
C 12.494 -20.955 -20.577
C 4.627 -24.435 -22.893
C 6.323 -24.299 -26.080
C 5.622 -19.495 -19.698
C 10.850 -22.911 -20.484
C 3.582 -20.814 -23.112
C 4.417 -21.588 -19.308
C 10.997 -21.304 -20.448
C 5.150 -23.346 -26.329
C 3.401 -22.317 -23.255
C 2.343 -20.071 -23.327
C 4.589 -23.556 -27.753
C 6.903 -18.698 -19.367
C 8.118 -24.881 -24.622
B 6.986 -23.908 -17.875
B 7.178 -22.104 -21.742
H 6.963 -24.339 -26.961
H 6.004 -21.669 -27.150
H 6.581 -21.360 -22.247
H 7.626 -16.570 -19.396
H 4.418 -25.023 -23.787
H 10.429 -21.074 -21.350
H 8.680 -18.391 -20.101
H 7.982 -19.288 -21.112
H 4.758 -18.860 -19.503
H 9.970 -25.233 -20.497
H 9.140 -24.377 -21.861
H 11.578 -23.285 -19.765
H 2.723 -22.617 -22.455
H 12.806 -21.590 -21.407
H 1.793 -20.305 -24.238
H 8.637 -24.338 -23.833
H 4.621 -19.282 -23.562
H 4.523 -22.542 -18.792
H 7.323 -22.871 -22.486
H 6.880 -17.196 -20.914
H 5.794 -25.245 -25.965
H 1.712 -20.157 -22.442
H 3.936 -24.409 -27.936
H 3.916 -20.574 -22.102
H 5.564 -24.709 -22.408
H 4.279 -21.896 -20.345
H 4.649 -21.432 -26.450
H 12.786 -19.937 -20.838
H 8.117 -24.688 -20.609
H 10.429 -19.675 -19.398
H 11.266 -23.390 -21.371
H 7.889 -25.900 -24.309
H 6.873 -23.586 -18.899
H 5.473 -19.707 -20.757
H 10.888 -20.871 -18.406
H 6.027 -24.056 -17.403
H 8.896 -24.937 -25.383
H 7.496 -23.188 -17.255
H 6.010 -16.761 -19.320
H 3.510 -21.149 -18.894
H 13.135 -21.261 -19.751
H 7.045 -18.716 -18.286
H 4.101 -22.700 -28.218
H 7.462 -24.875 -17.828
H 5.428 -23.723 -28.429
H 8.084 -21.755 -21.273
H 6.635 -22.476 -20.886
H 2.973 -22.592 -24.218
H 3.850 -24.653 -22.161
H 4.335 -23.562 -25.639
H 4.166 -20.104 -24.821
H 2.701 -19.060 -23.521
```

Mulliken atomic charge list, values in e, 5 entries:
1. Pb 0.64
2. Hg 0.98
3. O -0.34
4. O 0.62
5. O -0.08



No. 4
Density functional theory data (the ωB97M-V functional and the def2-TZVPD basis) for a cluster of 9 separate species, C16H52ClN4O12 in total in a non-equilibrium geometry.

Results
Total charge ... -1
HOMO level ... -6.22 eV
Energy relative to the best compared isomer or geometry (same formula, charge and spin) ... 368.1 kJ/mol
F_max ... 4.35 eV Å⁻¹
E_tot ... -2222.54887 Ha
HOMO-LUMO gap ... 8.4 eV

```
85
C16H52ClN4O12 the ωB97M-V functional and the def2-TZVPD basis
Cl -18.636 -6.722 -3.961
O -12.704 -7.890 -4.284
O -17.468 -9.486 -8.465
O -20.170 -10.104 -1.357
O -19.992 -7.204 -3.941
O -18.008 -1.508 -6.455
O -24.829 -3.579 -6.216
O -18.397 -5.605 -4.760
O -17.903 -7.843 -4.551
O -21.523 -1.640 -0.360
O -17.189 -1.544 -3.109
O -18.140 -6.420 -2.655
O -11.583 -2.233 1.186
N -12.621 -10.265 -2.886
N -23.187 -2.480 3.020
N -25.383 -5.045 -3.928
N -13.799 -1.742 -0.664
C -21.854 -2.443 0.826
C -12.526 -3.238 0.873
C -10.585 -2.717 2.053
C -21.322 -2.344 -1.552
C -13.178 -7.948 -2.948
C -23.500 -3.950 -6.435
C -21.491 -0.778 2.792
C -13.721 -9.383 -0.876
C -13.885 -2.639 0.446
C -26.444 -4.853 -4.893
C -13.585 -8.102 -5.266
C -14.799 -3.872 0.216
C -22.475 -1.663 2.049
C -25.845 -4.575 -6.347
C -13.517 -9.289 -2.387
C -27.329 -3.672 -4.324
H -13.710 -10.399 -0.481
H -21.091 -0.053 2.084
H -17.726 -1.150 -5.613
H -24.750 -4.260 -3.868
H -16.620 -1.340 -2.366
H -10.245 -2.108 2.890
H -20.906 -2.881 1.138
H -11.665 -10.027 -2.664
H -19.951 -9.226 -1.670
H -24.135 -2.631 2.705
H -24.732 -5.707 -4.326
H -14.879 -4.378 1.179
H -13.522 -0.796 -0.444
H -9.689 -2.941 1.474
H -16.953 -8.932 -9.052
H -18.037 -2.454 -6.315
H -17.582 -2.388 -2.885
H -22.468 -3.332 0.684
H -12.111 -3.804 0.039
H -14.430 -7.420 -5.177
H -14.008 -9.089 -5.081
H -12.586 -10.146 -3.888
H -14.263 -1.997 1.241
H -28.178 -3.578 -5.002
H -15.809 -3.658 -0.134
H -23.352 -1.902 3.831
H -13.119 -2.218 -1.239
H -27.120 -5.705 -4.832
H -12.737 -3.967 1.655
H -14.538 -8.812 -0.437
H -23.278 -1.092 1.583
H -21.188 -1.640 -2.373
H -27.624 -4.016 -3.333
H -23.341 -3.987 -7.512
H -26.657 -2.814 -4.320
H -22.023 -0.319 3.625
H -17.301 -9.132 -7.592
H -22.898 -3.178 -5.955
H -12.864 -8.870 -0.439
H -14.380 -4.614 -0.464
H -26.614 -4.232 -7.039
H -13.119 -8.051 -6.251
H -10.835 -3.643 2.571
H -22.167 -2.943 -1.892
H -23.066 -4.841 -5.983
H -20.434 -2.961 -1.413
H -20.617 -10.517 -2.096
H -12.534 -7.360 -2.294
H -14.097 -7.363 -2.931
H -25.465 -5.561 -6.611
H -20.731 -1.447 3.195
H -14.383 -9.631 -2.954
```

Mulliken atomic charge list, values in e, 5 entries:
1. Cl 1.66
2. O -0.43
3. O -0.65
4. O -0.66
5. O -0.66



No. 5
Density functional theory data (the ωB97M-V functional and the def2-TZVPD basis) for a cluster of 10 separate species, C16H52N12O10 in total in a non-equilibrium geometry.

Results
SMILES ... NC(N)=O.NC(N)=O.NC(N)=O.NC(N)=O.NC(N)=O.NC(N)=O.CC(C)O.CC(C)O.CC(C)O.CO
HOMO level ... -8.68 eV
Energy relative to the best compared isomer or geometry (same formula, charge and spin) ... 986.1 kJ/mol
F_max ... 10.15 eV Å⁻¹
E_tot ... -2050.15395 Ha
HOMO-LUMO gap ... 8.6 eV

```
90
C16H52N12O10 the ωB97M-V functional and the def2-TZVPD basis
O -21.864 10.669 -17.586
O -26.268 14.897 -19.288
O -26.927 12.194 -17.019
O -23.393 15.034 -22.354
O -23.097 12.735 -13.798
O -23.832 6.737 -17.063
O -21.986 9.953 -23.692
O -24.797 10.630 -23.067
O -23.316 11.201 -20.187
O -25.557 15.500 -12.944
N -24.344 11.877 -18.164
N -25.266 16.409 -17.780
N -25.292 14.178 -14.952
N -27.521 11.532 -19.210
N -20.961 12.257 -19.116
N -25.222 12.548 -20.088
N -24.759 13.118 -22.606
N -25.531 16.339 -15.152
N -19.996 12.188 -17.203
N -24.511 14.482 -17.587
N -22.631 12.838 -22.498
N -28.988 11.321 -17.588
C -24.272 11.871 -19.490
C -27.794 11.669 -17.948
C -20.923 11.662 -17.954
C -21.717 10.851 -14.295
C -22.855 11.748 -14.557
C -23.607 13.673 -22.494
C -24.427 8.648 -18.226
C -25.572 9.704 -22.779
C -25.457 15.334 -14.348
C -22.790 7.038 -19.114
C -23.402 7.603 -17.885
C -26.955 10.395 -22.778
C -25.292 9.018 -21.484
C -24.090 10.916 -14.896
C -21.413 9.794 -22.402
C -25.341 15.246 -18.300
H -25.479 8.966 -23.532
H -22.200 9.608 -21.671
H -21.298 10.451 -24.113
H -20.889 13.307 -19.221
H -29.578 10.750 -18.162
H -24.081 9.378 -18.937
H -25.174 12.030 -17.609
H -28.244 11.503 -19.890
H -23.944 10.156 -23.234
H -25.626 13.642 -22.568
H -21.746 11.915 -19.639
H -20.851 10.700 -22.283
H -27.005 11.197 -22.050
H -21.884 10.269 -13.402
H -19.250 12.773 -17.652
H -25.530 9.651 -20.601
H -20.855 11.485 -14.166
H -23.463 6.334 -19.638
H -27.308 10.769 -23.728
H -21.461 10.161 -15.069
H -24.494 10.451 -13.975
H -21.686 13.166 -22.247
H -23.650 14.727 -17.038
H -25.197 14.229 -15.968
H -25.651 13.393 -19.683
H -22.672 11.833 -22.585
H -24.430 13.482 -17.948
H -29.216 11.296 -16.589
H -24.589 9.234 -17.374
H -26.612 11.924 -19.604
H -22.610 8.196 -17.501
H -25.561 16.292 -16.197
H -24.380 6.082 -17.557
H -25.852 17.104 -18.342
H -21.914 6.494 -18.855
H -25.416 17.253 -14.693
H -22.565 7.832 -19.813
H -22.623 12.231 -15.488
H -23.537 11.393 -17.695
H -23.818 10.076 -15.572
H -25.889 8.106 -21.356
H -24.872 12.098 -22.903
H -24.402 16.824 -17.457
H -24.957 12.632 -21.102
H -27.698 9.742 -22.349
H -19.856 11.940 -16.221
H -24.222 8.721 -21.355
H -24.943 11.433 -15.358
H -20.616 9.065 -22.408
H -25.607 13.339 -14.481
H -23.791 13.383 -14.122
H -25.451 8.344 -18.596
```

Mulliken atomic charge list, values in e, 5 entries:
1. O -0.35
2. O -0.80
3. O -0.60
4. O -0.80
5. O -0.67



No. 6
Density functional theory data (the ωB97M-V functional and the def2-TZVPD basis) for a cluster of 9 separate species, C16H52N2O13 in total in a non-equilibrium geometry.

Results
SMILES ... COC[C@H](C)N.COC[C@H](C)N.OCCO.OCCO.OCCO.OCCO.O.O.O
HOMO level ... -9.75 eV
Energy relative to the best compared isomer or geometry (same formula, charge and spin) ... 95.9 kJ/mol
F_max ... 2.45 eV Å⁻¹
E_tot ... -1728.28906 Ha
HOMO-LUMO gap ... 9.8 eV

```
83
C16H52N2O13 the ωB97M-V functional and the def2-TZVPD basis
O -4.207 -12.059 -10.609
O 1.750 -9.545 -12.395
O -2.047 -14.102 -11.348
O -4.817 -20.737 -13.857
O -0.577 -9.673 -10.384
O -1.092 -13.085 -15.902
O -5.175 -14.314 -7.845
O 2.967 -18.054 -10.296
O -6.154 -13.973 -17.351
O -3.556 -12.166 -17.606
O -2.838 -18.645 -13.748
O -2.361 -10.091 -15.459
O -5.182 -11.201 -15.218
N 0.995 -19.934 -9.677
N -3.039 -12.703 -13.861
C -0.364 -10.466 -11.554
C -0.885 -14.701 -10.807
C -2.361 -14.707 -12.595
C -3.457 -14.007 -13.350
C -5.325 -13.706 -18.475
C 1.141 -10.671 -11.817
C -3.958 -18.665 -12.862
C 0.778 -18.979 -10.781
C -4.958 -12.505 -9.493
C 1.610 -17.716 -10.513
C -4.432 -13.886 -9.007
C 3.816 -16.945 -10.073
C -0.727 -18.617 -10.760
C -3.870 -13.475 -18.066
C -4.486 -20.038 -12.632
C -3.931 -14.818 -14.538
H 3.372 -16.320 -9.286
H -2.351 -12.777 -14.622
H -1.271 -19.560 -10.768
H -3.365 -13.844 -8.808
H -3.652 -18.218 -11.915
H -1.462 -14.835 -13.212
H -4.067 -11.931 -16.809
H -5.701 -12.856 -19.042
H -4.281 -21.532 -13.893
H 0.749 -19.524 -8.778
H -5.370 -20.069 -11.997
H -1.051 -12.807 -16.826
H 1.237 -17.248 -9.592
H -4.550 -14.839 -7.337
H -0.933 -11.402 -11.555
H -2.943 -10.785 -15.128
H 1.503 -16.996 -11.333
H -4.354 -13.989 -12.723
H -1.071 -18.008 -9.922
H 1.050 -19.392 -11.750
H -6.084 -11.238 -14.884
H -0.956 -18.015 -11.643
H -3.266 -13.480 -18.982
H -1.148 -15.721 -10.520
H -4.733 -18.038 -13.320
H -2.821 -9.736 -16.225
H 3.864 -16.287 -10.943
H 1.561 -10.933 -10.844
H -0.096 -14.691 -11.569
H -2.723 -15.733 -12.424
H 1.403 -9.427 -13.284
H 4.780 -17.274 -9.699
H 2.016 -19.885 -9.602
H -3.144 -15.160 -15.215
H -6.008 -12.588 -9.763
H -4.773 -14.428 -15.109
H -2.424 -12.356 -13.122
H -4.737 -14.554 -9.813
H -3.453 -14.282 -17.459
H -6.064 -14.918 -17.189
H -4.966 -11.819 -8.643
H -0.424 -14.141 -9.994
H -4.693 -11.861 -14.685
H -3.074 -19.341 -14.380
H -4.368 -15.782 -14.234
H -0.827 -9.779 -12.266
H -0.175 -10.116 -9.628
H -5.248 -14.511 -19.215
H -3.267 -12.242 -10.512
H 1.285 -11.561 -12.441
H -3.678 -20.610 -12.166
H -0.198 -13.376 -15.688
```

Mulliken atomic charge list, values in e, 5 entries:
1. O -0.46
2. O -0.54
3. O 0.07
4. O -0.55
5. O -0.56